Run w
Molecular formula: C3H3I2N
Method: DFT, ωB97M-V/def2-TZVPD

The geometry in ORCA input format:
```
! wB97M-V def2-TZVPD RIJCOSX def2/J DEFGRID3
* xyz 0 1
C 0.32 -2.03 0.23
C 0.32 0.41 -0.51
C -0.16 -0.69 0.43
N 0.67 -3.10 0.04
I -0.14 -0.22 -2.50
I 0.14 -0.30 2.74
H -0.36 1.26 -0.43
H 1.31 0.87 -0.20
H -1.19 -0.66 0.32
*
```

Output
HOMO energy   -10.1 eV
Frontier orbital gap   8.886 eV
SMILES string   N#C[C@@H](I)CI
E_LUMO   -1.22 eV

These are the Mulliken partial charges, in e, on atoms 1 to 2:
1. C 0.463
2. C -0.828

Run x
Molecular formula: C3H3I2N
Method: DFT, ωB97M-V/def2-TZVPD

The geometry in ORCA input format:
```
! wB97M-V def2-TZVPD RIJCOSX def2/J DEFGRID3
* xyz 0 1
C 0.16 0.12 -0.03
C -2.01 -0.39 -1.23
C -0.95 -0.67 -0.46
N 0.89 0.84 0.40
I 4.02 -0.03 2.58
I 3.76 2.49 1.80
H -2.66 -1.25 -1.38
H -2.24 0.44 -1.92
H -0.96 -1.55 0.23
*
```

Output
HOMO energy   -9.0 eV
Frontier orbital gap   7.677 eV
SMILES string   C=CC#N.II
E_LUMO   -1.29 eV

These are the Mulliken partial charges, in e, on atoms 1 to 2:
1. C 0.175
2. C -0.560

What should be chosen as the least stable of them? Choose run x.